Molecular formula: C47H70F17N4O5
Method: DFT, wB97M-V/def2-TZVPD

E = -4124.5566 hartree
Highest occupied orbital energy (alpha / beta) = -10.17 / -10.17 eV
Total charge = +1
2S+1 = 3

Last columns: bonded neighbours and bond lengths (Å).
CARTESIAN COORDINATES (ANGSTROEM)
1 C -4.98099 -0.59991 5.63532  C2 1.668, H52 1.172, H53 1.174, H54 1.175
2 C -5.87836 -0.48857 4.23315  C1 1.668, C3 1.642, H55 1.171, H56 1.180
3 C -6.45661 -1.99011 3.90343  C2 1.642, O4 1.471, H57 1.194, H58 1.192
4 O -7.06972 -2.14149 2.57464  C3 1.471, C5 1.472
5 C -6.11161 -1.89518 1.48448  O4 1.472, C6 1.673, C47 1.673, H59 1.176
6 C -5.61861 -3.19823 0.55897  C5 1.673, C7 1.668, N34 1.541, H60 1.176
7 C -4.23525 -3.62931 1.38431  C6 1.668, C8 1.649, H61 1.178, H62 1.174
8 C -4.03461 -5.26529 1.42577  C7 1.649, C9 1.661, H63 1.185, H64 1.180
9 C -3.15560 -5.80531 0.12350  C8 1.661, F10 1.511, F11 1.480, C12 1.639
10 F -3.60708 -7.23109 -0.09222  C9 1.511
11 F -3.62181 -5.05225 -1.06214  C9 1.480
12 C -1.53457 -5.79848 0.36566  C9 1.639, F13 1.512, F14 1.511, C15 1.642
13 F -1.20078 -7.16232 0.92608  C12 1.512
14 F -1.12926 -4.84233 1.46332  C12 1.511
15 C -0.62794 -5.64989 -0.99527  C12 1.642, F16 1.511, F17 1.482, C18 1.634
16 F -1.22750 -6.61683 -1.99008  C15 1.511
17 F 0.71681 -6.18856 -0.68035  C15 1.482
18 C -0.64725 -4.17194 -1.69293  C15 1.634, F19 1.511, F20 1.505, C21 1.637
19 F -1.43177 -4.30957 -2.97689  C18 1.511
20 F -1.39475 -3.12911 -0.90668  C18 1.505
21 C 0.81740 -3.52581 -2.03332  C18 1.637, F22 1.511, F23 1.511, C24 1.637
22 F 0.55693 -2.08187 -2.39587  C21 1.511
23 F 1.73645 -3.44086 -0.83667  C21 1.511
24 C 1.63400 -4.23733 -3.26091  C21 1.637, F25 1.511, F26 1.480, C27 1.638
25 F 3.08828 -4.22631 -2.85054  C24 1.511
26 F 1.29438 -5.65584 -3.51230  C24 1.480
27 C 1.56528 -3.45619 -4.69894  C24 1.638, F28 1.511, F29 1.489, C30 1.673
28 F 0.16187 -3.09275 -5.12448  C27 1.511
29 F 2.40641 -2.22717 -4.67665  C27 1.489
30 C 2.14690 -4.38138 -5.96547  C27 1.673, F31 1.511, F32 1.480, F33 1.504
31 F 1.06801 -5.32807 -6.43752  C30 1.511
32 F 3.39908 -5.10040 -5.63875  C30 1.480
33 F 2.36120 -3.44441 -7.12278  C30 1.504
34 N -5.42932 -2.47565 -0.78929  C6 1.541, C35 1.543, H65 1.063, H66 1.053
35 C -5.55419 -0.93798 -0.74322  N34 1.543, C36 1.641, C47 1.651, H67 1.171
36 C -5.74505 -0.22486 -2.20836  C35 1.641, C37 1.639, H68 1.190, H69 1.175
37 C -5.02176 1.23760 -2.36895  C36 1.639, C38 1.672, H70 1.182, H71 1.181
38 C -3.36992 1.18810 -2.11176  C37 1.672, O39 1.354, N40 1.513
39 O -2.56796 0.67879 -3.07647  C38 1.354
40 N -2.89634 1.75051 -0.78937  C38 1.513, C41 1.513, H72 1.060
41 C -1.40289 1.98684 -0.74867  N40 1.513, C42 1.671, C46 1.656
42 C -0.47977 0.95947 0.19111  C41 1.671, C43 1.656, H73 1.188
43 C 1.15512 1.18796 0.32048  C42 1.656, C44 1.653, H74 1.183
44 C 1.89824 2.44111 -0.45968  C43 1.653, C45 1.656, H75 1.191
45 C 1.02189 3.46375 -1.42402  C44 1.656, C46 1.650, H76 1.178
46 C -0.60456 3.20938 -1.53000  C41 1.656, C45 1.650, H77 1.176
47 C -6.73743 -0.78736 0.39866  C5 1.673, C35 1.651, C48 1.644, H78 1.193
48 C -8.14038 -1.32434 -0.27008  C47 1.644, C49 1.641, H79 1.170, H80 1.190
49 C -9.23767 -0.10832 -0.37055  C48 1.641, C50 1.670, H81 1.191, H82 1.184
50 C -10.51194 -0.69362 -1.27805  C49 1.670, O51 1.478, H83 1.171, H84 1.193
51 O -10.98508 -1.97566 -0.71379  C50 1.478, H85 1.009
52 H -3.83190 -0.60867 5.40367  C1 1.172
53 H -5.26280 -1.57914 6.21913  C1 1.174
54 H -5.20981 0.32935 6.31765  C1 1.175
55 H -5.15353 -0.04865 3.42576  C2 1.171
56 H -6.80775 0.23068 4.34377  C2 1.180
57 H -7.32949 -2.18709 4.69333  C3 1.194
58 H -5.62581 -2.81065 4.14356  C3 1.192
59 H -5.07138 -1.39942 1.71700  C5 1.176
60 H -6.44176 -4.03746 0.56468  C6 1.176
61 H -4.23158 -3.25315 2.50048  C7 1.178
62 H -3.31456 -3.17429 0.81556  C7 1.174
63 H -3.60291 -5.66674 2.45420  C8 1.185
64 H -5.10620 -5.74423 1.30445  C8 1.180
65 H -4.45478 -2.56967 -1.20343  N34 1.063
66 H -6.06325 -2.83520 -1.54984  N34 1.053
67 H -4.54955 -0.58727 -0.25512  C35 1.171
68 H -6.89735 -0.09028 -2.47490  C36 1.190
69 H -5.28821 -0.93395 -3.02612  C36 1.175
70 H -5.49706 2.00384 -1.60396  C37 1.182
71 H -5.20390 1.63530 -3.46596  C37 1.181
72 H -3.32150 2.71775 -0.70503  N40 1.060
73 H -1.01437 0.07704 0.78011  C42 1.188
74 H 1.84259 0.48204 0.97474  C43 1.183
75 H 3.06538 2.65557 -0.36131  C44 1.191
76 H 1.49044 4.37925 -1.99949  C45 1.178
77 H -1.25181 3.93284 -2.19459  C46 1.176
78 H -6.75239 0.32005 0.84095  C47 1.193
79 H -7.96942 -1.73425 -1.35299  C48 1.170
80 H -8.52728 -2.23028 0.39674  C48 1.190
81 H -9.59106 0.17341 0.73112  C49 1.191
82 H -8.78231 0.82191 -0.94429  C49 1.184
83 H -10.07470 -0.93083 -2.33775  C50 1.171
84 H -11.38323 0.11961 -1.32886  C50 1.193
85 H -11.03948 -2.64973 -1.46277  O51 1.009
86 C 4.07189 -3.83601 2.26988  C87 1.555, H97 1.095, H98 1.097, H99 1.094
87 C 4.70766 -2.53764 1.69613  C86 1.555, C88 1.555, N92 1.502, C96 1.565
88 C 6.23672 -2.72630 1.48388  C87 1.555, C89 1.525, H100 1.099, H101 1.097
89 C 7.06148 -2.66677 2.76501  C88 1.525, C90 1.525, H102 1.095, H103 1.095
90 C 6.72473 -1.42009 3.57692  C89 1.525, C91 1.549, H104 1.098, H105 1.100
91 C 5.20851 -1.28215 3.86121  C90 1.549, N92 1.501, C94 1.555, C95 1.563
92 N 4.37911 -1.39521 2.61478  C87 1.502, C91 1.501, O93 1.407
93 O 4.53617 -0.20086 1.88720  N92 1.407
94 C 4.78816 -2.36370 4.89577  C91 1.555, H106 1.096, H107 1.098, H108 1.088
95 C 4.95529 0.05954 4.62247  C91 1.563, H109 1.095, H110 1.097, H111 1.097
96 C 4.06202 -2.39636 0.27788  C87 1.565, H112 1.097, H113 1.097, H114 1.095
97 H 3.22717 -3.61476 2.93112  C86 1.095
98 H 3.66501 -4.48198 1.48238  C86 1.097
99 H 4.79063 -4.44966 2.82057  C86 1.094
100 H 6.61225 -1.94628 0.80720  C88 1.099
101 H 6.43150 -3.68207 0.98126  C88 1.097
102 H 6.89969 -3.56987 3.36346  C89 1.095
103 H 8.12721 -2.65714 2.51215  C89 1.095
104 H 7.28913 -1.44227 4.51906  C90 1.098
105 H 7.08849 -0.53621 3.03152  C90 1.100
106 H 3.70743 -2.33638 5.07776  C94 1.096
107 H 5.28337 -2.19314 5.86028  C94 1.098
108 H 5.05789 -3.37770 4.60905  C94 1.088
109 H 5.30664 0.93559 4.06653  C95 1.095
110 H 5.48728 0.07313 5.58150  C95 1.097
111 H 3.88841 0.19475 4.83863  C95 1.097
112 H 2.97770 -2.24358 0.35009  C96 1.097
113 H 4.22586 -3.29880 -0.32320  C96 1.097
114 H 4.48894 -1.57036 -0.30019  C96 1.095
115 C 7.00022 7.01688 -1.99726  C116 1.555, H126 1.095, H127 1.097, H128 1.094
116 C 5.57747 6.93565 -2.62045  C115 1.555, C117 1.555, N121 1.502, C125 1.565
117 C 5.06661 8.35432 -3.00134  C116 1.555, C118 1.525, H129 1.099, H130 1.097
118 C 4.59410 9.19133 -1.81762  C117 1.525, C119 1.525, H131 1.095, H132 1.095
119 C 3.60198 8.41474 -0.95773  C118 1.525, C120 1.549, H133 1.098, H134 1.100
120 C 4.14960 7.03778 -0.50729  C119 1.549, N121 1.501, C123 1.555, C124 1.563
121 N 4.67066 6.22438 -1.65671  C116 1.502, C120 1.501, O122 1.407
122 O 3.56177 5.74974 -2.38168  N121 1.407
123 C 5.26450 7.25994 0.55308  C120 1.555, H135 1.096, H136 1.098, H137 1.088
124 C 3.03707 6.28715 0.29434  C120 1.563, H138 1.095, H139 1.097, H140 1.097
125 C 5.79546 6.15269 -3.95749  C116 1.565, H141 1.097, H142 1.097, H143 1.095
126 H 7.15733 6.23671 -1.24467  C115 1.095
127 H 7.78952 6.86588 -2.74370  C115 1.097
128 H 7.20390 7.98779 -1.53658  C115 1.094
129 H 4.22736 8.26545 -3.70500  C117 1.099
130 H 5.85116 8.90591 -3.53454  C117 1.097
131 H 5.45009 9.51709 -1.21673  C118 1.095
132 H 4.11608 10.10562 -2.18557  C118 1.095
133 H 3.33230 9.02267 -0.08345  C119 1.098
134 H 2.67036 8.28220 -1.52827  C119 1.100
135 H 5.71898 6.30835 0.85272  C123 1.096
136 H 4.85306 7.72195 1.45965  C123 1.098
137 H 6.05913 7.92659 0.22552  C123 1.088
138 H 2.11841 6.14605 -0.28542  C124 1.095
139 H 2.74939 6.85197 1.18941  C124 1.097
140 H 3.38774 5.30273 0.62780  C124 1.097
141 H 6.14375 5.12998 -3.76496  C125 1.097
142 H 6.55006 6.64261 -4.58447  C125 1.097
143 H 4.88833 6.09885 -4.56817  C125 1.095